(i)
The molecule C6H11N, computed with wB97M-V/def2-TZVPD.

ORCA input file:
```
! wB97M-V def2-TZVPD RIJCOSX def2/J DEFGRID3
* xyz 0 1
C 1.74894 -0.51826 0.10669
C 0.55049 0.37582 0.39304
C 0.64066 1.59450 -0.52666
C -0.57314 -0.65904 0.11244
C -1.86315 -0.51304 0.89406
C -0.89164 -0.69516 -1.32089
N -1.39176 -0.69035 -2.36357
H 1.37472 -0.95842 -0.90279
H 1.88184 -1.20607 0.96632
H 2.71214 -0.05138 -0.10339
H 0.41336 0.70947 1.43229
H 1.21199 2.39471 -0.04283
H -0.33010 1.99198 -0.82408
H 1.18582 1.32595 -1.43920
H -0.14345 -1.63991 0.36271
H -2.55585 -1.30636 0.60336
H -1.64825 -0.60951 1.96259
H -2.32262 0.45507 0.68994
*
```

Results
HOMO in eV: -11.32
Gap between HOMO and LUMO in hartree: 0.4495
SMILES: CC(C)[C@@H](C)C#N
E_LUMO in eV: 0.9133

=====

(ii)
The molecule C6H11N, computed with wB97M-V/def2-TZVPD.

ORCA input file:
```
! wB97M-V def2-TZVPD RIJCOSX def2/J DEFGRID3
* xyz 0 1
C 0.10810 -0.64496 1.89284
C 0.50958 -0.14673 0.71488
C -0.42986 0.42168 -0.28450
C -1.74481 0.55874 -0.12379
C -2.70897 0.41849 -1.26740
N 1.84974 0.01935 0.36442
C 2.37061 -0.45111 -0.92369
H -0.92704 -0.87696 2.07628
H 0.81993 -0.71718 2.70537
H 0.09089 0.63999 -1.21254
H -2.16756 0.44700 0.86536
H -3.47276 -0.31754 -1.01059
H -2.21018 0.16975 -2.19573
H -3.32372 1.31322 -1.42830
H 2.47248 -0.25183 1.10922
H 2.41293 0.36055 -1.64840
H 3.38076 -0.80686 -0.74591
H 1.78265 -1.29741 -1.28776
*
```

Results
HOMO in eV: -7.78
Gap between HOMO and LUMO in hartree: 0.3221
SMILES: C=C(/C=C/C)NC
E_LUMO in eV: 0.9894

=====

(iii)
The molecule C6H11N, computed with wB97M-V/def2-TZVPD.

ORCA input file:
```
! wB97M-V def2-TZVPD RIJCOSX def2/J DEFGRID3
* xyz 0 1
C 0.23012 -0.03241 0.01527
C 0.80924 1.32712 -0.43026
C 0.78593 -0.40432 1.39710
C 0.58614 -1.10246 -1.02129
N -2.09196 -1.09995 0.14630
C -1.35429 -0.05327 0.25816
C -1.88461 0.94828 -0.47865
H -3.06283 -0.97090 0.42486
H -1.80013 1.95459 -0.06244
H 0.56259 2.12950 0.26898
H 1.87670 -0.47291 1.33544
H 1.67470 -1.17318 -1.11226
H 0.17459 -0.84871 -2.00075
H 0.19737 -2.07722 -0.72583
H 1.89876 1.23627 -0.46887
H 0.47231 1.62140 -1.42556
H 0.35809 -1.34713 1.73778
H 0.56729 0.36528 2.14202
*
```

Results
HOMO (spin up / spin down) in eV: -8.39 / -8.57
Gap between HOMO and LUMO (spin up / spin down) in hartree: 0.2711 / 0.2913
E_LUMO (spin up / spin down) in eV: -1.0102 / -0.6409

=====

(iv)
A structure of composition C6H11N, computed with wB97M-V/def2-TZVPD.

ORCA input file:
```
! wB97M-V def2-TZVPD RIJCOSX def2/J DEFGRID3
* xyz 0 1
C 1.87864 0.07090 -0.11576
C 1.09036 -1.23757 -0.20595
C -0.31846 -0.75077 0.17997
C -1.79875 -0.76046 -0.14994
C -1.69101 0.71628 -0.12243
C 0.78781 1.20677 0.04004
H 2.52887 0.05360 0.84631
H 2.51943 0.27966 -0.99424
H 1.18488 -1.48030 -1.25204
H 1.51387 -1.92748 0.59080
H -0.50390 -0.54656 1.24313
H -2.13068 -1.35638 -0.92156
H -2.50842 -1.09904 0.70795
H -2.30678 1.31655 -0.76703
H -1.71178 1.24678 0.81141
H 0.60117 1.53259 1.16953
H 1.17447 2.19254 -0.55370
N -0.30970 0.54288 -0.50652
*
```

Results
HOMO in eV: -8.83
Gap between HOMO and LUMO in hartree: 0.3703
E_LUMO in eV: 1.2454

=====

Most stable: (i). Least stable: (iii).

=====

(i)
A cluster of 2 separate species, C6H11N in total, computed with wB97M-V/def2-TZVPD.

ORCA input file:
```
! wB97M-V def2-TZVPD RIJCOSX def2/J DEFGRID3
* xyz 0 1
C -0.81886 -1.80452 -0.76150
C -0.23921 -0.45373 -1.15854
C 0.14502 0.47807 0.01088
C 0.73747 1.79627 -0.49839
C 1.07371 -0.34424 1.87565
C -0.94434 0.69751 0.90314
N -1.81503 0.86312 1.66741
H -0.07368 -2.41546 -0.24278
H -1.15045 -2.35546 -1.64777
H -1.68432 -1.67925 -0.10270
H -0.99922 0.11094 -1.72697
H 0.60366 -0.58579 -1.85216
H -0.05266 2.31276 -1.06528
H 1.03777 2.45365 0.31896
H 1.58796 1.66368 -1.17895
H 0.96616 0.53859 2.52635
H 0.29334 -1.05226 2.19509
H 1.33267 -0.22388 0.73757
*
```

Results
HOMO in eV: -8.32
Gap between HOMO and LUMO in hartree: 0.3050
E_LUMO in eV: -0.0161

=====

(ii)
The molecule C6H11N, computed with wB97M-V/def2-TZVPD.

ORCA input file:
```
! wB97M-V def2-TZVPD RIJCOSX def2/J DEFGRID3
* xyz 0 1
C 2.24781 0.14328 -0.47124
C 1.27781 -0.43957 0.49784
C -0.11390 -0.75331 -0.12420
C -1.55495 -1.11811 -0.09284
N -1.97185 0.33019 -0.33741
C -0.81028 1.26767 0.02756
C 0.07506 0.33604 0.76019
H 2.47592 -0.76253 -1.06112
H 2.06271 1.07494 -1.02044
H 3.16626 0.38727 0.15444
H 1.49647 -1.14283 1.34630
H 0.21098 -0.52376 -1.07320
H -1.75707 -1.64362 -1.08047
H -1.97750 -1.76085 0.69973
H -2.76259 0.52122 0.14370
H -0.40594 1.85758 -0.93308
H -1.39744 1.91162 0.66909
H -0.26149 0.31477 1.89517
*
```

Results
HOMO in eV: -8.33
Gap between HOMO and LUMO in hartree: 0.3470
SMILES: CC1[C@H]2CNC[C@H]12
E_LUMO in eV: 1.1083

=====

Most stable: (i). Least stable: (ii).

=====

(i)
The molecule C6H11N, computed with wB97M-V/def2-TZVPD.

ORCA input file:
```
! wB97M-V def2-TZVPD RIJCOSX def2/J DEFGRID3
* xyz 0 1
C -0.78531 -0.44425 1.95585
C -1.00079 -0.11403 0.47535
C 0.27434 0.19332 -0.36688
C -0.05726 1.11657 -1.55414
C 0.93632 -1.08099 -0.92508
C 1.23406 0.87763 0.52279
N 1.94169 1.38696 1.28390
H -0.10874 -1.29240 2.10877
H -1.74602 -0.69613 2.41678
H -0.37054 0.41008 2.50041
H -1.66655 0.75558 0.41657
H -1.52723 -0.94368 -0.01255
H -0.47474 2.07222 -1.22339
H 0.84140 1.32234 -2.14611
H -0.78651 0.62681 -2.20977
H 1.80989 -0.82038 -1.53315
H 1.26170 -1.76459 -0.13608
H 0.22428 -1.60505 -1.57326
*
```

Results
HOMO in eV: -11.34
Gap between HOMO and LUMO in hartree: 0.4461
SMILES: CCC(C)(C)C#N
E_LUMO in eV: 0.7949

=====

(ii)
The molecule C6H11N, computed with wB97M-V/def2-TZVPD.

ORCA input file:
```
! wB97M-V def2-TZVPD RIJCOSX def2/J DEFGRID3
* xyz 0 1
C 2.69399 -0.26019 -2.22239
C 1.61327 -0.72823 -1.40731
C 1.26390 -0.21738 -0.20797
C -0.01431 -0.63249 0.39951
C -0.69987 0.52263 0.78625
N -1.66469 0.27657 1.80182
C -2.98742 0.82251 1.77911
H 3.28704 0.56215 -1.55228
H 2.41176 0.20340 -3.20061
H 3.36588 -1.16359 -2.40313
H 1.02537 -1.58056 -1.86963
H 2.12681 0.15688 0.14719
H -0.60268 -1.62915 0.24230
H -0.31230 1.54917 0.40891
H -1.43722 -0.62355 2.25235
H -3.44659 0.59022 0.62162
H -3.65694 0.33596 2.44141
H -2.96599 1.81562 1.98284
*
```

Results
HOMO in eV: -7.47
Gap between HOMO and LUMO in hartree: 0.3119
SMILES: C/C=C/C=C/NC
E_LUMO in eV: 1.0201

=====

Most stable: (i). Least stable: (ii).

=====

(i)
A cluster of 6 separate species, C22H28N6 in total, computed with wB97M-V/def2-TZVPD.

ORCA input file:
```
! wB97M-V def2-TZVPD RIJCOSX def2/J DEFGRID3
* xyz 0 1
C -25.86150 -11.59577 5.95274
C -26.69916 -10.45387 6.08492
C -26.92238 -9.98438 4.82087
N -26.16915 -10.73114 3.95264
C -25.49808 -11.70829 4.64131
H -25.44820 -12.19886 6.74686
H -27.11807 -10.10190 7.01264
H -27.49801 -9.18502 4.38534
H -26.18329 -10.57886 2.96023
H -24.91299 -12.45554 4.13485
C -26.17103 -13.02642 11.36371
C -26.39668 -14.09469 10.45206
C -26.84538 -13.55643 9.27775
N -26.81291 -12.19033 9.41037
C -26.46154 -11.86824 10.69944
H -25.70042 -13.14707 12.32485
H -26.20212 -15.14133 10.62593
H -27.03691 -13.99558 8.31272
H -26.97340 -11.52072 8.67948
H -26.36569 -10.81851 10.92323
C -19.44423 -12.22813 5.31419
C -18.38474 -11.32470 5.61472
C -18.34098 -10.38242 4.62574
N -19.18945 -10.80927 3.63020
C -19.94613 -11.84363 4.09385
H -19.84503 -13.02338 5.91890
H -17.75226 -11.34140 6.48748
H -17.73987 -9.49744 4.51492
H -19.31342 -10.37757 2.73269
H -20.74338 -12.29204 3.52575
C -25.87096 -15.91377 14.21170
C -27.03456 -16.50196 13.62933
C -26.60553 -17.28815 12.59540
N -25.23387 -17.24568 12.54109
C -24.80752 -16.32525 13.45266
H -25.81663 -15.19713 15.01410
H -28.07807 -16.28208 13.78617
H -27.12883 -17.94769 11.92268
H -24.67979 -17.69992 11.82494
H -23.76768 -16.08534 13.61250
C -21.41144 -14.59250 10.01454
C -21.30773 -13.73724 8.88710
C -22.53806 -13.20210 8.61932
N -23.39895 -13.70468 9.56199
C -22.73231 -14.52851 10.40703
H -20.64090 -15.17348 10.49163
H -20.41837 -13.55687 8.30251
H -22.90716 -12.55574 7.84220
H -24.38888 -13.50986 9.63712
H -23.28891 -15.09084 11.14119
C -22.11311 -17.55406 8.53996
C -23.26400 -17.89746 9.38002
N -24.17709 -18.12024 10.03879
H -22.26960 -18.03076 7.57612
H -21.19511 -17.81903 9.05356
H -22.18185 -16.46723 8.45748
*
```

Results
HOMO in eV: -7.83
Gap between HOMO and LUMO in hartree: 0.3073
SMILES: c1cc[nH]c1.c1cc[nH]c1.c1cc[nH]c1.c1cc[nH]c1.c1cc[nH]c1.CC#N
E_LUMO in eV: 0.5348

=====

(ii)
A structure of composition C22H28N6, computed with wB97M-V/def2-TZVPD.

ORCA input file:
```
! wB97M-V def2-TZVPD RIJCOSX def2/J DEFGRID3
* xyz 0 1
C -2.41567 1.23911 0.96382
C -2.38522 0.85420 2.38812
N -2.33575 0.58689 3.52937
H -3.37242 0.88431 0.58061
H -1.64697 0.70845 0.40203
H -2.29952 2.31950 0.87792
N -0.26243 0.49861 4.01041
C 0.53148 -0.57477 4.49249
C 1.62970 -0.64258 3.56431
C 1.49588 0.49796 2.68020
C 0.31159 1.18194 2.96735
H -1.01758 0.94805 4.50825
H 0.29009 -1.10328 5.40287
H 2.38958 -1.40299 3.46070
H 2.18783 0.74409 1.88835
H -0.09713 2.09765 2.56634
N -0.22598 1.88560 -0.98358
C -0.23058 1.80703 0.36607
C -0.36548 3.12456 0.84225
C -0.11787 4.01688 -0.24870
C 0.07557 3.20207 -1.37506
H -0.28296 1.20931 -1.73156
H -0.32315 0.81499 0.78283
H -0.72366 3.40379 1.82211
H 0.15379 5.04681 -0.07025
H 0.24272 3.44031 -2.41511
N 0.22583 -0.33082 1.45424
C 0.64150 -0.96286 0.26181
C -0.50875 -1.50103 -0.33181
C -1.51409 -1.26090 0.53022
C -1.10143 -0.64916 1.67871
H 0.85290 0.19322 2.04775
H 1.67321 -0.89452 -0.05012
H -0.55481 -1.92128 -1.32562
H -2.55929 -1.51853 0.44310
H -1.56044 -0.38515 2.61999
N -1.24501 0.58768 -2.16940
C 0.06929 0.21654 -1.88017
C 0.83905 1.09895 -2.63072
C 0.01670 1.91300 -3.46219
C -1.30381 1.60016 -3.10472
H -2.02427 0.10591 -1.74424
H 0.31434 -0.52634 -1.13554
H 1.91869 1.12628 -2.63611
H 0.38317 2.62760 -4.18430
H -2.28343 1.90992 -3.43758
N 0.98516 -4.68658 -1.90754
C 1.93535 -4.73612 -2.89548
C 2.53641 -3.51898 -2.95729
C 1.82035 -2.68127 -2.12933
C 0.88215 -3.38381 -1.33614
H 0.43180 -5.51253 -1.72954
H 2.08937 -5.71860 -3.31669
H 3.35223 -3.17778 -3.57732
H 2.23439 -1.72417 -1.84840
H 0.24732 -3.07724 -0.51796
*
```

Results
HOMO in eV: -6.36
Gap between HOMO and LUMO in hartree: 0.2588
E_LUMO in eV: 0.6770

=====

Most stable: (i). Least stable: (ii).

=====

(i)
A cluster of 2 separate species, C4H12NS2 in total, computed with wB97M-V/def2-TZVPD.

ORCA input file:
```
! wB97M-V def2-TZVPD RIJCOSX def2/J DEFGRID3
* xyz 1 1
C -1.79928 -0.33187 1.31484
C -0.56474 1.75574 -1.94498
C -0.37983 0.00506 1.34697
C 0.74225 -0.26709 -0.75472
N 2.06702 -0.93791 -0.51452
S 0.78313 -1.00351 2.33448
S 1.10260 1.33386 -1.41780
H -1.88159 -1.43094 1.01253
H -2.13988 -0.27526 2.25056
H -2.23311 0.48716 0.68235
H -0.57001 2.65819 -2.36971
H -1.30409 1.90515 -1.14156
H -0.79496 1.05895 -2.81200
H 0.05792 0.92124 1.38785
H 0.14009 -0.88024 -1.24912
H 1.98277 -1.88742 -0.76405
H 2.23407 -1.13046 0.53551
H 2.74288 -0.30724 -0.90043
H -0.18523 -1.67343 3.00379
*
```

Results
HOMO in eV: -11.77
Gap between HOMO and LUMO in hartree: 0.2945
E_LUMO in eV: -3.7557

=====

(ii)
A cluster of 2 separate species, C4H12NS2 in total, computed with wB97M-V/def2-TZVPD.

ORCA input file:
```
! wB97M-V def2-TZVPD RIJCOSX def2/J DEFGRID3
* xyz 1 1
C -0.36271 1.85375 -0.47292
C 1.05903 -2.17853 -0.98481
C -0.87458 1.99995 0.90304
C -2.29372 -0.22087 -0.22153
N 1.13450 -0.97540 -0.19897
S -3.53933 -1.21753 -0.66848
S -2.42034 0.92580 1.09554
H 0.26835 0.96028 -0.61111
H -1.16060 1.86064 -1.16972
H 0.34271 2.58730 -0.71164
H 1.51932 -1.92102 -2.00192
H 1.63216 -2.97469 -0.64834
H -0.01755 -2.41325 -0.89039
H -1.23605 2.98104 1.21599
H -0.21596 1.52145 1.61861
H -1.31673 -0.19033 -0.74580
H 0.64454 -1.09927 0.65740
H 2.06796 -0.74658 -0.10964
H -4.55286 -0.87528 0.23240
*
```

Results
HOMO in eV: -12.80
Gap between HOMO and LUMO in hartree: 0.2600
E_LUMO in eV: -5.7276

=====

Most stable: (ii). Least stable: (i).

=====

(i)
A cluster of 3 separate species, C3H11NO3 in total, computed with wB97M-V/def2-TZVPD.

ORCA input file:
```
! wB97M-V def2-TZVPD RIJCOSX def2/J DEFGRID3
* xyz -1 2
O 2.47052 -1.70899 1.42578
C 1.81744 -0.63505 1.71818
C 0.57967 -0.25540 0.91494
C -0.00146 1.06793 1.37669
N 0.93271 -0.31136 -0.55706
H 1.87672 -0.20229 2.73361
H -0.14588 -1.08015 1.04527
H -0.55413 1.56994 0.58889
H 0.76850 1.71141 1.80235
H -0.71131 0.91010 2.20383
H 1.93479 -0.50699 -0.56205
H 0.57171 -1.22438 -0.86392
H -3.23140 -1.22082 -1.91960
H -1.92979 -0.46121 -2.15087
O -2.37769 -1.30624 -2.35893
H -0.79869 1.87312 -2.25183
H -0.17815 0.71376 -1.36325
O -1.02355 1.06662 -1.78205
*
```

Results
HOMO (spin up / spin down) in eV: -0.35 / -3.64
Gap between HOMO and LUMO (spin up / spin down) in hartree: 0.1458 / 0.2649
E_LUMO (spin up / spin down) in eV: 3.6183 / 3.5644

=====

(ii)
A cluster of 4 separate species, C3H11NO3 in total, computed with wB97M-V/def2-TZVPD.

ORCA input file:
```
! wB97M-V def2-TZVPD RIJCOSX def2/J DEFGRID3
* xyz -1 2
C -0.61352 -1.77930 -1.45519
C -0.81597 -2.34056 -0.24138
C 1.07815 -0.20951 -0.95285
N 0.28093 -0.73635 -1.82878
H -0.99378 -2.26896 -2.34115
H -0.85253 -1.74327 0.75912
H -1.44179 -3.26663 -0.18200
H 1.91670 0.41627 -1.37971
H 1.19532 -0.61947 0.10419
H -0.44995 1.10628 -1.44466
H -1.63436 2.10136 -1.70165
O -0.62193 2.04421 -1.64317
H 0.58464 0.47331 2.49924
H 1.77385 -0.15642 3.13044
O 0.96780 -0.41093 2.61036
H -0.19945 2.25921 0.59980
H -0.22672 2.95873 1.93241
O 0.05262 2.17203 1.53499
*
```

Results
HOMO (spin up / spin down) in eV: -0.27 / -3.45
Gap between HOMO and LUMO (spin up / spin down) in hartree: 0.1327 / 0.2475
E_LUMO (spin up / spin down) in eV: 3.3387 / 3.2836

=====

Most stable: (i). Least stable: (ii).